(1)
The following is a quantum chemistry calculation of a structure of composition BF4Sn in a non-equilibrium geometry, from OMol25.

Each line ends with the Löwdin charge.
CARTESIAN COORDINATES (ANGSTROEM)
Sn1 3.05 -29.86 -35.94  1.9163
B1 5.67 -32.07 -36.49  -1.4201
F1 5.31 -31.66 -37.72  0.1634
F2 4.47 -32.35 -35.83  0.0549
F3 6.57 -33.14 -36.47  0.1752
F4 6.02 -30.88 -35.91  0.1103

The charge is +1. The HOMO-LUMO gap is 6.2372 eV. For the max |F|, the calculation gives 3.6 eV Å⁻¹. As for the multiplicity: 1.



(2)
The following is a quantum chemistry calculation of a structure of composition C13H30Cl2N3OPPr in a non-equilibrium geometry, from OMol25.

Each line ends with the Löwdin charge.
CARTESIAN COORDINATES (ANGSTROEM)
Pr1 1.12 -0.72 -1.12  0.2575
Cl1 0.62 -3.14 -1.99  -0.0573
Cl2 1.61 1.93 -0.80  0.0099
C1 2.32 -0.27 -2.93  -0.3169
H1 2.86 0.68 -3.04  -0.0014
H2 2.72 -0.99 -3.67  0.0185
C2 -0.58 0.16 -2.73  -0.3816
C3 0.64 0.11 -3.42  -0.4805
H3 -0.85 -0.10 -1.65  0.0107
C4 0.49 -0.78 -4.73  -0.2016
H4 0.89 1.12 -3.78  0.1077
C5 -0.63 -0.21 -5.59  -0.2315
H5 1.44 -0.87 -5.26  0.0892
H6 0.22 -1.79 -4.42  0.0774
C6 -1.90 -0.10 -4.79  -0.2357
H7 -0.29 0.76 -5.96  0.1053
H8 -0.76 -0.84 -6.46  0.0904
C7 -1.69 0.73 -3.53  -0.2481
H9 -2.73 0.27 -5.40  0.0900
H10 -2.20 -1.10 -4.46  0.1122
H11 -1.45 1.76 -3.80  0.0967
H12 -2.66 0.79 -3.01  0.0983
C8 2.57 1.03 2.37  -0.1225
N1 1.16 1.10 2.73  -0.3029
C9 0.77 2.12 3.69  -0.1061
P1 0.15 -0.13 2.39  0.5581
O1 0.62 -0.90 1.16  -0.4519
N2 0.09 -1.25 3.59  -0.3018
C10 -0.50 -2.56 3.28  -0.1011
C11 1.18 -1.34 4.55  -0.1047
N3 -1.32 0.61 2.20  -0.3062
C12 -1.43 1.70 1.22  -0.0894
C13 -2.55 -0.15 2.40  -0.1114
H13 2.85 1.99 1.90  0.0679
H14 2.74 0.24 1.61  0.0706
H15 3.21 0.83 3.25  0.0805
H16 -0.33 2.12 3.81  0.0820
H17 1.24 1.95 4.67  0.0741
H18 1.08 3.10 3.30  0.0906
H19 0.01 -3.10 2.46  0.0998
H20 -0.40 -3.14 4.20  0.0726
H21 -1.58 -2.46 3.04  0.0707
H22 2.11 -1.76 4.11  0.0970
H23 1.38 -0.35 5.00  0.0756
H24 0.81 -2.02 5.32  0.0723
H25 -1.53 1.32 0.19  0.0836
H26 -2.35 2.26 1.48  0.0836
H27 -0.56 2.37 1.27  0.0603
H28 -2.72 -0.90 1.61  0.0955
H29 -2.54 -0.64 3.38  0.0721
H30 -3.38 0.57 2.38  0.0816

The charge is -1. The expectation value of S² is 2.01. The HOMO-LUMO gap (spin up / spin down) is 3.8943 / 3.9302 eV. For the max |F|, the calculation gives 6.1 eV Å⁻¹. As for the multiplicity: 3.



(3)
The following is a quantum chemistry calculation of an isolated molecule of C5H9BO4 in a non-equilibrium geometry, from OMol25.

Each line ends with the Löwdin charge.
CARTESIAN COORDINATES (ANGSTROEM)
C1 -3.34 0.94 -0.13  -0.0431
O1 -2.60 -0.29 0.09  -0.0684
C2 -1.28 -0.07 0.04  -0.4901
O2 -0.65 0.98 -0.03  0.0894
C3 -0.70 -1.48 0.08  0.0190
C4 0.70 -1.82 0.06  0.0815
C5 2.32 -1.09 -0.13  0.0265
B1 2.32 0.50 0.13  -0.6627
O3 1.99 1.33 -0.93  0.1458
O4 2.28 1.04 1.38  0.1802
H1 -2.64 1.45 -0.94  0.1245
H2 -3.32 1.61 0.73  0.0844
H3 -4.35 0.76 -0.54  0.0946
H4 -1.48 -2.24 0.00  0.0977
H5 0.81 -2.84 0.05  0.0283
H6 2.65 -1.25 -1.09  0.0455
H7 2.98 -1.68 0.51  0.0810
H8 1.78 2.24 -0.74  0.0921
H9 2.51 1.93 1.46  0.0738

As for the SMILES: COC(=O)/C=C\CB(O)O. The HOMO-LUMO gap is 10.1249 eV. For the max |F|, the calculation gives 5.1 eV Å⁻¹. As for the multiplicity: 1.



(4)
The following is a quantum chemistry calculation of a structure of composition H24O12Xe in a non-equilibrium geometry, from OMol25.

Each line ends with the Löwdin charge.
CARTESIAN COORDINATES (ANGSTROEM)
Xe1 -4.54 10.09 -15.64  0.4720
O1 -6.28 13.03 -14.36  -0.0973
H1 -5.75 12.57 -13.71  -0.0390
H2 -5.65 13.47 -14.92  -0.0205
O2 -0.92 8.77 -14.69  -0.0438
H3 -1.26 8.65 -15.57  -0.0037
H4 0.03 8.75 -14.79  0.0568
O3 -3.02 7.06 -13.95  -0.0601
H5 -2.61 6.29 -13.56  0.0717
H6 -2.28 7.56 -14.31  -0.0055
O4 -4.99 7.79 -12.15  -0.0695
H7 -4.32 7.58 -12.80  -0.0402
H8 -5.53 8.46 -12.57  0.0127
O5 -4.14 12.14 -12.78  -0.0889
H9 -3.53 12.58 -13.37  -0.0117
H10 -4.42 12.82 -12.17  0.0525
O6 -2.54 13.41 -14.86  -0.0540
H11 -2.11 14.25 -14.94  0.0729
H12 -2.15 12.87 -15.55  -0.0075
O7 -4.51 14.24 -16.62  -0.0500
H13 -4.59 13.86 -17.49  0.0385
H14 -3.77 13.78 -16.22  -0.0299
O8 -1.30 11.98 -16.91  -0.0428
H15 -1.77 11.40 -17.50  -0.0135
H16 -0.85 12.60 -17.49  0.0609
O9 -7.77 7.41 -16.23  -0.0688
H17 -8.05 8.32 -16.34  0.0199
H18 -6.86 7.48 -15.96  -0.0358
O10 -2.47 10.07 -18.62  -0.0641
H19 -3.36 10.14 -18.98  0.0742
H20 -1.92 10.47 -19.29  0.0760
O11 -5.04 6.48 -16.00  -0.0793
H21 -5.08 5.93 -15.22  0.0441
H22 -4.34 7.12 -15.80  -0.0666
O12 -2.41 7.68 -17.23  -0.0672
H23 -1.51 7.46 -17.48  0.0490
H24 -2.56 8.54 -17.63  -0.0415

The HOMO-LUMO gap is 9.4455 eV. For the max |F|, the calculation gives 1.1 eV Å⁻¹. As for the multiplicity: 1.



(5)
The following is a quantum chemistry calculation of a structure of composition C18H20BN3O8P2Rh, from OMol25.

Each line ends with the Löwdin charge.
CARTESIAN COORDINATES (ANGSTROEM)
Rh1 -0.77 0.28 0.32  1.1837
N1 2.64 -2.16 0.29  0.1775
C1 2.53 -1.06 1.32  -0.4936
C2 3.81 -1.09 2.16  -0.0698
P1 2.48 0.48 0.30  0.3428
O1 2.72 1.64 1.37  -0.1091
O2 3.56 0.33 -0.69  -0.2523
O3 1.06 0.68 -0.23  -0.3662
P2 1.08 -1.58 2.33  0.3392
O4 1.17 -0.64 3.62  -0.1233
O5 1.28 -3.01 2.63  -0.2537
O6 -0.17 -1.18 1.56  -0.3788
H1 3.46 -1.97 -0.30  0.1561
H2 1.80 -2.16 -0.33  0.1058
H3 2.69 -3.06 0.77  0.1563
H4 4.68 -0.91 1.53  0.0937
H5 3.91 -2.06 2.65  0.0941
H6 3.77 -0.32 2.92  0.0846
H7 3.58 2.07 1.24  0.0996
H8 1.38 -1.15 4.42  0.1033
C3 -0.58 3.38 3.69  -0.0209
C4 -1.31 4.42 3.14  -0.0251
C5 -1.81 4.29 1.85  0.0085
C6 -1.58 3.11 1.16  -0.1937
N2 -0.90 2.10 1.70  0.0358
C7 -0.40 2.23 2.93  -0.0845
C8 -2.05 2.91 -0.24  -0.1656
C9 -2.75 3.89 -0.93  0.0132
C10 -3.15 3.66 -2.23  -0.0175
C11 -2.83 2.46 -2.84  -0.0159
C12 -2.12 1.53 -2.11  -0.0667
N3 -1.74 1.74 -0.84  0.0059
H9 -0.16 3.44 4.68  0.1183
H10 -1.48 5.33 3.70  0.1215
H11 -2.38 5.10 1.42  0.1097
H12 0.14 1.39 3.32  0.0944
H13 -2.99 4.83 -0.46  0.1119
H14 -3.70 4.42 -2.77  0.1246
H15 -3.12 2.24 -3.85  0.1221
H16 -1.85 0.58 -2.54  0.1106
O7 -1.84 -1.65 -1.72  0.1530
B1 -0.76 -1.23 -0.98  -0.5421
O8 0.35 -2.06 -1.22  0.0971
C13 -0.09 -3.00 -2.14  -0.1755
C14 0.61 -4.04 -2.71  0.0146
C15 -0.10 -4.84 -3.60  -0.0667
C16 -1.44 -4.60 -3.89  -0.0651
C17 -2.13 -3.54 -3.31  0.0235
C18 -1.42 -2.76 -2.43  -0.1840
H17 1.65 -4.23 -2.48  0.1202
H18 0.40 -5.68 -4.07  0.1108
H19 -1.95 -5.25 -4.59  0.1110
H20 -3.17 -3.34 -3.53  0.1270

The charge is +1. The HOMO-LUMO gap is 7.3742 eV. For the max |F|, the calculation gives 0.6 eV Å⁻¹. As for the multiplicity: 1.



(6)
The following is a quantum chemistry calculation of a cluster of 2 separate species, C3H10N2S in total in a non-equilibrium geometry, from OMol25.

Each line ends with the Löwdin charge.
CARTESIAN COORDINATES (ANGSTROEM)
H1 4.63 0.06 -3.42  0.0341
N1 4.08 0.89 -3.69  0.0341
C1 2.89 0.92 -3.27  -0.4144
N2 1.97 1.96 -3.35  0.0392
H2 2.42 0.02 -2.69  0.1300
H3 1.26 2.03 -2.62  0.0861
H4 2.15 2.87 -3.78  0.0913
C2 -1.08 -0.21 2.24  -0.4140
S1 -2.68 -0.70 1.40  0.6950
C3 -3.22 -1.69 2.85  -0.4469
H5 -1.10 0.66 2.88  0.0239
H6 -0.68 -1.11 2.68  0.0121
H7 -0.33 -0.13 1.39  0.0401
H8 -3.49 -1.05 3.79  0.0838
H9 -2.61 -2.56 2.94  0.0194
H10 -4.22 -1.95 2.64  -0.0136

As for the SMILES: [H]/N=C/N.CSC. The HOMO-LUMO gap is 9.3459 eV. For the max |F|, the calculation gives 3.4 eV Å⁻¹. As for the multiplicity: 1.